P) Entry from the OMol25 dataset: a 2-piece molecular cluster, C6H13N4 overall (ωB97M-V/def2-TZVPD).

Results
HOMO-LUMO gap = 8.654 eV
HOMO energy = -12.99 eV
Total charge = +1

Each atom is followed by the atoms it is bonded to, with distances in Å.
Atoms and positions in Å:
1 C -2.105 0.467 0.840  N7 1.431, N9 1.339, H11 1.102
2 C 2.050 1.655 -0.801  C5 1.505, H12 1.141, H13 1.136, H14 1.069
3 C 2.246 -2.012 0.404  C6 1.499, H15 1.039, H16 1.113, H17 1.092
4 C -4.349 0.145 -0.111  N9 1.392, H18 1.127, H19 1.115, H20 1.148
5 C 1.979 0.488 0.147  C2 1.505, C6 1.344, H21 1.175
6 C 1.788 -0.767 -0.295  C3 1.499, C5 1.344, H23 1.065
7 N -0.848 -0.050 0.390  C1 1.431, N10 1.355, H22 1.070
8 N -2.350 -0.950 -0.825  N9 1.344, N10 1.290
9 N -2.978 -0.081 -0.015  C1 1.339, C4 1.392, N8 1.344
10 N -1.075 -0.917 -0.627  N7 1.355, N8 1.290
11 H -2.323 0.903 1.827  C1 1.102
12 H 2.988 2.275 -0.610  C2 1.141
13 H 1.250 2.446 -0.636  C2 1.136
14 H 2.052 1.387 -1.836  C2 1.069
15 H 2.610 -1.856 1.365  C3 1.039
16 H 1.460 -2.799 0.422  C3 1.113
17 H 2.985 -2.340 -0.329  C3 1.092
18 H -5.036 -0.749 -0.130  C4 1.127
19 H -4.516 0.805 0.773  C4 1.115
20 H -4.327 0.749 -1.086  C4 1.148
21 H 2.616 0.703 1.110  C5 1.175
22 H 0.197 0.131 0.522  N7 1.070
23 H 1.181 -0.935 -1.154  C6 1.065

---

Q) Entry from the OMol25 dataset: an isolated ion of composition C6H13N4 and charge +1 (ωB97M-V/def2-TZVPD).

Results
HOMO-LUMO gap (spin up / spin down) = 8.870 / 8.871 eV
HOMO energy (spin up / spin down) = -13.45 / -13.46 eV
Total charge = +1

Each atom is followed by the atoms it is bonded to, with distances in Å.
Atoms and positions in Å:
1 C -0.325 0.218 0.194  C2 1.409, N10 1.280
2 C -0.817 -1.097 0.084  C1 1.409, C3 1.511, C4 1.552, N7 1.686
3 C -1.425 -1.617 1.366  C2 1.511, H11 1.024, H12 1.052, H13 1.010
4 C -1.678 -1.476 -1.150  C2 1.552, H14 1.205, H15 1.166, H16 1.135
5 C 3.044 0.532 -0.041  N9 1.400, H17 1.116, H18 1.082, H19 1.206
6 C -0.171 2.729 -0.104  N10 1.472, H20 1.066, H21 1.149, H22 1.070
7 N 0.569 -2.030 -0.144  C2 1.686, N8 1.159
8 N 1.576 -1.462 -0.060  N7 1.159, N9 1.212
9 N 1.919 -0.300 -0.101  C5 1.400, N8 1.212
10 N -0.787 1.409 0.113  C1 1.280, C6 1.472, H23 1.043
11 H -1.053 -2.570 1.401  C3 1.024
12 H -2.456 -1.441 1.481  C3 1.052
13 H -1.033 -1.144 2.168  C3 1.010
14 H -1.439 -0.738 -2.073  C4 1.205
15 H -2.817 -1.284 -0.994  C4 1.166
16 H -1.618 -2.537 -1.549  C4 1.135
17 H 2.778 1.568 -0.362  C5 1.116
18 H 3.692 0.588 0.824  C5 1.082
19 H 3.820 0.207 -0.905  C5 1.206
20 H -0.239 3.135 -1.087  C6 1.066
21 H 0.919 2.657 0.253  C6 1.149
22 H -0.637 3.333 0.647  C6 1.070
23 H -1.824 1.322 0.040  N10 1.043

---

R) Entry from the OMol25 dataset: a 3-piece molecular cluster, C6H13N4 overall (ωB97M-V/def2-TZVPD).

Results
HOMO-LUMO gap = 8.616 eV
HOMO energy = -13.64 eV
Total charge = +1

Each atom is followed by the atoms it is bonded to, with distances in Å.
Atoms and positions in Å:
1 C 2.500 -1.547 -0.369  C2 1.358, N7 1.343, H11 1.116
2 C 1.843 -0.422 0.014  C1 1.358, N8 1.349, H12 1.107
3 C 0.765 -2.172 0.756  N7 1.305, N8 1.439, H13 1.116
4 C -2.568 -1.301 -0.093  C5 1.313, H14 1.132, H16 1.176
5 C -3.472 -0.439 -0.499  C4 1.313, H17 1.131, H18 1.078
6 C -0.309 -0.067 1.019  N8 1.298, N9 1.385, H15 0.970
7 N 1.787 -2.599 0.067  C1 1.343, C3 1.305
8 N 0.779 -0.734 0.783  C2 1.349, C3 1.439, C6 1.298
9 N -0.528 1.111 0.324  C6 1.385, H19 1.036, H20 0.971
10 N 1.588 3.011 -0.473  H21 1.043, H22 1.024, H23 1.049
11 H 3.420 -1.669 -0.989  C1 1.116
12 H 2.188 0.628 -0.045  C2 1.107
13 H -0.110 -2.770 1.106  C3 1.116
14 H -2.566 -2.250 0.524  C4 1.132
15 H -0.946 -0.338 1.699  C6 0.970
16 H -1.470 -1.121 -0.473  C4 1.176
17 H -3.028 0.287 -1.244  C5 1.131
18 H -4.458 -0.720 -0.167  C5 1.078
19 H -1.120 1.897 0.649  N9 1.036
20 H 0.277 1.297 -0.187  N9 0.971
21 H 1.403 4.037 -0.497  N10 1.043
22 H 2.609 3.021 -0.406  N10 1.024
23 H 1.414 2.859 -1.496  N10 1.049

---

What is the least stable structure shown above? It is Q).